Record 1
{
  "formula": "C3H9N2S",
  "method": "the ωB97M-V functional and the def2-TZVPD basis",
  "symbols": ["C", "C", "C", "N", "N", "S", "H", "H", "H", "H", "H", "H", "H", "H", "H"],
  "xyz": [[-1.199896, 0.498169, -0.030065], [0.773554, -0.227395, 1.479224], [0.205872, 0.407767, 0.317879], [-1.713651, 1.335664, -0.962996], [0.955253, -1.014475, -1.155592], [-2.156917, -0.603298, 0.847710], [1.899919, -0.392009, 1.277711], [0.240784, -1.111799, 1.802707], [0.806943, 0.299439, 2.428103], [0.899137, 1.104989, -0.059636], [-1.324770, 2.208392, -1.274541], [-2.715851, 1.489431, -0.916057], [1.624171, -0.737507, -1.773989], [0.203544, -1.648124, -1.460905], [1.501906, -1.609239, -0.519550]],
  "atomic_forces_ev_per_a": [[-2.3, -1.6, 1.2], [2.2, -1.5, 0.9], [1.1, -0.4, -1.3], [-0.3, 0.3, 0.5], [-2.3, -1.5, 4.3], [0.7, 1.3, -1.2], [-1.8, 0.0, 0.4], [0.1, -0.5, -0.3], [-0.3, 1.1, -0.2], [0.3, 1.3, -0.8], [1.1, -0.1, 0.0], [0.0, -0.7, 0.0], [1.6, 1.2, -3.0], [0.4, 0.8, -0.6], [-0.4, 0.3, 0.1]],
  "e_homo_ha": -0.4843,
  "total_charge": 1,
  "e_tot_ev": -17063.71234,
  "e_above_lowest_kcal_mol": 56.6,
  "multiplicity": 1,
  "homo_lumo_gap_ev": 6.9
}

---

Record 2
{
  "formula": "C3H9N2S",
  "method": "the ωB97M-V functional and the def2-TZVPD basis",
  "symbols": ["C", "C", "C", "N", "N", "S", "H", "H", "H", "H", "H", "H", "H", "H", "H"],
  "xyz": [[1.010433, 0.554273, 0.004566], [-1.276706, 0.139012, -0.745800], [-0.295733, -0.148066, 0.332709], [1.082793, 1.832867, 0.323539], [-0.040377, -1.619013, 0.326079], [2.302775, -0.341285, -0.468849], [-0.782989, 0.575145, -1.637820], [-2.031142, 0.719295, -0.376241], [-1.706695, -0.859884, -1.007840], [-0.796409, 0.206624, 1.306846], [0.344597, 2.400886, 0.657898], [1.894294, 2.373828, 0.390903], [0.851829, -1.733816, -0.232754], [-0.867488, -2.240925, -0.062691], [0.310815, -1.858947, 1.189452]],
  "atomic_forces_ev_per_a": [[1.1, -0.4, 1.7], [0.9, -2.1, -2.4], [-0.8, 0.5, 0.9], [-1.1, 0.2, 0.0], [-2.0, -0.4, -2.4], [0.4, 0.1, -0.5], [-0.6, -0.3, 0.4], [-2.0, 1.7, 0.5], [-0.1, 1.2, -0.4], [1.4, -0.9, -1.1], [-1.4, -0.1, 0.3], [1.9, 0.1, -0.6], [0.0, 0.2, -0.7], [2.1, 1.6, 1.4], [0.3, -1.4, 2.9]],
  "e_homo_ha": -0.4953,
  "total_charge": 1,
  "e_tot_ev": -17065.26226,
  "e_above_lowest_kcal_mol": 20.9,
  "multiplicity": 1,
  "smiles": "C[C@@H]([NH3+])C(N)=S",
  "homo_lumo_gap_ev": 9.7
}

---

Record 3
{
  "formula": "C3H9N3",
  "method": "the ωB97M-V functional and the def2-TZVPD basis",
  "symbols": ["C", "C", "C", "N", "N", "N", "H", "H", "H", "H", "H", "H", "H", "H", "H"],
  "xyz": [[-0.409674, 0.543072, 0.561444], [1.359165, -1.312506, 0.212344], [-0.730009, 1.851290, -0.171503], [0.438809, -0.371003, -0.430200], [-1.415255, -0.454995, 0.691923], [-1.160065, -0.950548, -0.612279], [0.756373, 0.006947, -1.325724], [0.126291, 0.748575, 1.496729], [-1.205281, -1.979931, -0.563768], [1.737785, -2.027409, -0.518127], [2.195365, -0.772995, 0.662468], [0.788684, -1.810194, 1.000580], [-1.243858, 1.653477, -1.111882], [-1.403832, 2.423746, 0.466391], [0.165501, 2.452475, -0.358397]],
  "atomic_forces_ev_per_a": [[0.0, 0.1, -0.7], [0.0, 0.3, -0.1], [0.1, -0.1, 0.1], [-0.4, -0.7, 0.1], [0.2, -0.6, -0.3], [-0.2, 0.9, 0.4], [0.1, 0.2, 0.4], [0.1, 0.0, -0.1], [0.1, 0.0, 0.1], [0.0, 0.0, 0.0], [0.0, -0.1, 0.0], [0.0, 0.1, 0.0], [0.0, -0.1, 0.0], [0.0, 0.0, 0.0], [0.0, 0.0, 0.0]],
  "e_homo_ha": [-0.2317, -0.2317],
  "e_tot_ev": -7722.04561,
  "e_above_lowest_kcal_mol": 127.5,
  "multiplicity": 1,
  "homo_lumo_gap_ev": [7.1, 7.1]
}

---

Record 4
{
  "formula": "C3H9N3",
  "method": "the ωB97M-V functional and the def2-TZVPD basis",
  "symbols": ["C", "C", "C", "N", "N", "N", "H", "H", "H", "H", "H", "H", "H", "H", "H"],
  "xyz": [[-1.660569, 0.669981, 0.214046], [0.835165, -0.152592, 0.076638], [-0.405717, 0.437510, -0.550283], [0.909961, -1.584483, -0.213131], [0.956920, 0.137508, 1.484256], [-0.038824, 1.161771, -1.539640], [0.583705, -0.624773, 2.038867], [1.927538, 0.269773, 1.741500], [0.042732, -2.069228, 0.001477], [1.164653, -1.782573, -1.171008], [0.154064, 0.826795, -2.483910], [1.421476, 0.521581, -0.858497], [-2.067663, -0.284632, 0.554684], [-2.381301, 1.210002, -0.396255], [-1.442140, 1.263361, 1.101256]],
  "atomic_forces_ev_per_a": [[-0.4, -0.3, -0.2], [1.0, -0.3, -2.2], [1.3, 2.6, 0.8], [0.3, -0.4, 0.2], [0.4, 0.5, -0.3], [-3.5, -0.3, -2.7], [0.1, -0.1, 0.0], [-0.1, -0.1, 0.0], [0.1, 0.0, 0.0], [-0.1, 0.1, 0.0], [0.7, 0.7, 0.6], [0.3, -2.2, 3.7], [-0.1, 0.0, 0.1], [0.0, -0.2, 0.0], [0.2, -0.1, 0.1]],
  "e_homo_ha": -0.2875,
  "e_tot_ev": -7723.73973,
  "e_above_lowest_kcal_mol": 88.4,
  "multiplicity": 1,
  "smiles": "[H]/N=C(/C)C(N)N",
  "homo_lumo_gap_ev": 8.5
}

---

Record 5
{
  "formula": "C3H9N3",
  "method": "the ωB97M-V functional and the def2-TZVPD basis",
  "symbols": ["C", "C", "C", "N", "N", "N", "H", "H", "H", "H", "H", "H", "H", "H", "H"],
  "xyz": [[1.786490, 0.799958, 0.218715], [-0.730791, -1.088918, 1.327600], [-1.111448, -0.310031, -1.544564], [0.768369, -1.703191, -0.602485], [-0.337857, -1.917490, 0.215887], [-0.473273, -1.540983, -1.164777], [2.614540, 0.913948, -0.401486], [0.935834, 1.342527, -0.002038], [1.875974, 0.551615, 1.248339], [-1.683206, -1.355009, 1.558700], [-0.217200, -1.209178, 2.274214], [-0.367154, -0.064254, 1.107922], [-1.905059, -0.091054, -0.749733], [-0.436573, 0.477369, -1.610348], [-1.414544, -0.347047, -2.576007]],
  "atomic_forces_ev_per_a": [[-0.1, -0.6, 0.9], [3.9, 2.2, -1.0], [-0.8, 0.2, 1.3], [0.3, 1.5, 0.7], [0.3, -2.6, 0.5], [-1.0, -1.4, -0.5], [1.3, -0.1, -0.8], [-1.6, 1.0, -0.6], [0.4, -0.4, 0.5], [-3.2, 0.2, 0.2], [0.8, -1.2, -0.1], [-1.5, 0.2, 0.1], [0.8, -0.1, -1.6], [1.4, 1.8, 0.6], [-1.0, -0.7, -0.2]],
  "e_homo_ha": [-0.3117, -0.3126],
  "e_tot_ev": -7719.25575,
  "e_above_lowest_kcal_mol": 191.8,
  "multiplicity": 1,
  "homo_lumo_gap_ev": [8.8, 8.8]
}

---

Record 6
{
  "formula": "C3H9N3",
  "method": "the ωB97M-V functional and the def2-TZVPD basis",
  "symbols": ["C", "C", "N", "N", "C", "N", "H", "H", "H", "H", "H", "H", "H", "H", "H"],
  "xyz": [[0.192979, -0.951074, 0.340693], [-0.558375, 0.191248, 0.908723], [1.538984, -0.848857, 0.432424], [-0.279245, -0.658254, -1.587860], [-0.354031, 1.492556, -0.027531], [-0.637653, 2.639657, 0.418698], [-0.201892, -1.956910, 0.375548], [1.904877, 0.091184, 0.317925], [2.114944, -1.593982, 0.072807], [-1.157107, -1.029266, -1.930486], [0.469752, -0.892130, -2.228171], [-0.954669, 2.673631, 1.400410], [-0.167228, 0.436014, 1.898703], [-1.618629, -0.059275, 1.000954], [-0.292705, 0.465458, -1.392840]],
  "atomic_forces_ev_per_a": [[0.1, 0.1, -0.8], [-0.3, 0.6, -0.1], [-0.1, 0.0, -0.2], [0.2, 0.5, 0.7], [-0.1, -0.8, -0.3], [0.0, 0.3, 0.2], [0.1, 0.0, 0.1], [0.0, -0.2, 0.1], [0.0, 0.1, 0.0], [0.0, 0.0, 0.1], [0.0, -0.1, 0.1], [0.0, -0.2, -0.1], [0.0, -0.2, 0.0], [0.0, 0.1, -0.1], [0.1, -0.4, 0.3]],
  "e_homo_ha": -0.2314,
  "e_tot_ev": -7723.52948,
  "e_above_lowest_kcal_mol": 93.3,
  "multiplicity": 1,
  "homo_lumo_gap_ev": 6.9
}

---

Which formula does entry 6 have?
C3H9N3